Record 1
Below is a cluster of 3 separate species, C4H6O2 in total, with properties calculated with the ωB97M-V functional and the def2-TZVPD basis.

Positions of all 12 atoms, in Å:
O 0.518 -1.468 -1.807
C 0.210 -0.623 -0.997
C 1.093 -0.038 0.122
C 0.114 0.826 0.856
O -0.894 1.103 0.040
C -1.055 0.083 -0.821
H 1.873 0.594 -0.325
H 1.576 -0.818 0.713
H -0.740 -0.499 1.384
H 0.351 1.609 1.566
H -1.895 0.152 -1.496
H -1.152 -0.919 0.766

energy relative to the best compared isomer or geometry (same formula, charge and spin): 98.4 kcal/mol
HOMO-LUMO gap (spin up / spin down): 8.5460 / 8.5454 eV
DFT total energy: -306.34945 Eh
multiplicity: 1

---

Record 2
Below is a structure of composition C3H5LuO3 at a distorted geometry, with properties calculated with the ωB97M-V functional and the def2-TZVPD basis.

Positions of all 12 atoms, in Å:
O 1.400 -2.938 0.617
C 1.988 -3.931 1.112
C 1.448 -4.805 2.135
H 3.017 -4.053 0.754
H 0.524 -4.439 2.592
H 2.246 -4.949 2.885
H 1.311 -5.798 1.673
O 0.234 0.526 0.311
C 1.138 0.542 -0.390
O 2.010 0.530 -1.167
Lu 3.676 0.910 -2.691
H 0.582 -2.656 1.089

HOMO-LUMO gap: 4.7374 eV
DFT total energy: -1576.53502 Eh
net charge: +4
multiplicity: 1